Molecular formula: C32H32BN11O2W
Method: DFT, ωB97M-V/def2-TZVPD

ORCA input file:
```
! wB97M-V def2-TZVPD RIJCOSX def2/J DEFGRID3
* xyz 3 4
W -1.322 0.317 -0.869
O 0.110 -0.968 -1.290
O 7.729 -1.691 7.146
N -0.245 0.147 0.929
N -2.865 -0.870 -1.535
N -3.478 1.472 -4.488
N -3.040 -0.461 -2.852
N 3.442 -2.211 3.949
N -0.620 1.854 -2.008
N -3.533 0.591 -5.534
N 3.536 -2.503 2.699
N -3.583 1.814 -1.991
N -1.359 1.500 -3.124
N -3.011 1.681 -0.752
C -3.050 -2.209 -1.492
C -3.384 -2.654 -2.759
C -2.916 -2.954 -0.209
C 5.340 -1.829 6.969
C 0.596 2.270 -2.424
C -0.602 1.728 -4.208
C 2.816 -2.588 0.511
C -3.664 2.752 -4.940
C -3.825 2.308 0.118
C -3.354 -1.539 -3.582
C 5.861 -2.013 4.169
C -4.912 2.842 -0.565
C 1.628 -1.021 1.998
C -3.974 0.673 -7.946
C 0.262 0.536 3.228
C -3.879 2.689 -6.282
C 2.004 -2.262 -0.566
C 6.898 -1.880 5.015
C -4.726 2.500 -1.888
C -0.496 0.764 2.095
C 2.668 -2.013 1.787
C -3.567 2.388 1.583
C 0.996 -1.341 -0.372
C 1.637 2.706 -1.456
C 1.323 -0.353 3.190
C -3.790 1.310 -6.609
C 0.820 -0.726 0.886
C 4.511 -2.051 4.692
C 7.683 -1.627 8.601
C 0.625 2.230 -3.813
C 6.665 -1.790 6.432
C 4.299 -1.962 6.117
B -2.948 1.078 -3.173
H -2.399 -3.899 -0.365
H 0.012 1.062 4.139
H 7.132 -0.741 8.909
H -1.001 1.556 -5.197
H -4.977 0.254 -8.032
H -5.730 3.402 -0.147
H -2.683 2.994 1.795
H 1.582 3.786 -1.311
H 2.133 -2.730 -1.532
H 3.283 -2.018 6.484
H -3.616 3.601 -4.276
H -2.371 -2.372 0.538
H 6.016 -2.117 3.104
H -4.409 2.868 2.075
H 1.503 2.231 -0.483
H 2.630 2.470 -1.832
H 5.177 -1.772 8.034
H -3.847 1.404 -8.741
H -3.558 -1.414 -4.634
H -3.458 1.395 2.023
H -3.259 -0.134 -8.094
H -4.082 3.506 -6.953
H -5.338 2.691 -2.755
H 1.435 2.537 -4.452
H -1.324 1.455 2.107
H 7.232 -2.539 8.989
H 1.901 -0.526 4.084
H -3.902 -3.177 0.201
H 3.599 -3.326 0.398
H -3.629 -3.661 -3.048
H 8.719 -1.557 8.907
H 7.924 -1.864 4.676
*
```

Calculated values
HOMO-LUMO gap (spin up / spin down), eV: 5.6 / 5.3
HOMO energy (spin up / spin down), eV: -15.4 / -15.5

=====

Molecular formula: C32H32BrN6O3S7Tl
Method: DFT, ωB97M-V/def2-TZVPD

ORCA input file:
```
! wB97M-V def2-TZVPD RIJCOSX def2/J DEFGRID3
* xyz -2 1
Tl -1.021 -0.543 0.626
Br 3.624 -1.052 -5.461
S 1.538 -5.673 2.237
S 2.334 5.299 6.010
S 2.106 2.353 0.949
S -4.281 -0.360 1.427
S 0.120 4.567 4.119
S 2.712 3.660 3.528
S -1.238 3.549 1.707
O -3.437 0.818 -2.870
O -3.999 3.814 -7.127
O -4.350 2.529 -4.591
N 1.237 -4.403 -0.177
N -3.288 4.470 -4.945
N 0.025 -6.174 0.044
N 0.965 -0.251 -1.722
N -1.698 1.408 -1.566
N 1.531 -2.393 0.973
C 0.248 3.691 2.596
C 3.446 -1.003 0.597
C -0.679 3.580 -1.711
C -4.290 1.419 1.139
C -2.040 -2.488 -0.622
C 3.947 -1.912 -0.315
C 2.039 -3.251 0.106
C 0.922 -5.394 0.707
C -2.506 3.010 -3.166
C 0.662 -1.218 -2.582
C -3.098 -4.598 0.074
C -1.544 3.930 -2.708
C -5.020 -0.924 -0.116
C 1.507 3.252 2.317
C 2.858 0.306 -3.074
C -0.792 2.295 -1.165
C 0.555 -4.587 -1.370
C -3.435 3.302 -4.252
C 1.751 4.549 4.622
C 2.533 -0.717 -3.939
C 2.034 0.499 -1.969
C -2.542 1.755 -2.529
C -2.576 -2.735 -1.894
C -0.617 -7.320 0.640
C -3.603 -4.807 -1.206
C 3.231 -3.075 -0.570
C -3.333 -3.867 -2.194
C 2.234 -1.286 1.215
C -0.201 -5.685 -1.232
C -4.164 4.721 -6.061
C -2.330 -3.468 0.339
C 1.418 -1.501 -3.713
H -3.733 -4.006 -3.195
H 0.054 4.253 -1.291
H 1.138 -2.298 -4.388
H -4.243 2.951 -6.764
H -0.929 -6.120 -1.892
H -6.064 -0.610 -0.183
H 0.132 -8.039 0.972
H 3.579 -3.823 -1.269
H -5.305 1.817 1.168
H -3.946 5.713 -6.449
H -4.455 -0.542 -0.964
H 3.926 -0.058 0.816
H -5.192 4.692 -5.694
H -1.955 -3.347 1.358
H 4.880 -1.723 -0.832
H -2.433 -2.001 -2.688
H -1.200 -7.012 1.507
H -0.230 -1.791 -2.349
H -4.961 -2.012 -0.125
H -0.100 2.005 -0.380
H -3.677 1.890 1.908
H -1.500 4.931 -3.122
H 3.719 0.939 -3.236
H 2.239 1.292 -1.255
H -3.830 1.638 0.175
H -3.309 -5.314 0.864
H -2.404 4.944 -4.904
H -4.208 -5.680 -1.425
H 1.800 -0.559 1.892
H -1.273 -7.769 -0.103
H 0.633 -3.884 -2.176
H -4.028 1.223 -3.543
*
```

Calculated values
HOMO-LUMO gap, eV: 4.0
HOMO energy, eV: -0.7

=====

Molecular formula: C32H32MoN3O5SSi
Method: DFT, ωB97M-V/def2-TZVPD

ORCA input file:
```
! wB97M-V def2-TZVPD RIJCOSX def2/J DEFGRID3
* xyz 1 3
Mo -0.729 1.077 2.051
S -1.321 -1.629 2.468
Si 1.712 0.963 -0.497
O -0.115 -0.882 2.947
O -2.297 -2.060 3.410
O 0.424 0.898 0.648
O -1.811 1.290 3.868
O -0.396 2.671 3.291
N -2.331 2.142 1.227
N -1.315 2.372 4.163
N -1.873 -0.425 1.507
C 0.826 -2.729 -3.166
C 1.403 -0.511 -1.554
C 2.075 -2.123 -3.240
C -4.749 3.162 0.317
C 1.009 -4.093 0.397
C -1.034 -5.255 0.917
C 1.919 2.779 -2.682
C -3.338 1.289 0.809
C -5.305 -0.500 0.012
C 0.250 -5.262 0.359
C 2.359 -1.021 -2.442
C -1.538 -4.129 1.535
C -5.546 0.833 -0.086
C 1.708 3.985 -3.344
C 1.009 5.008 -2.716
C -0.743 -2.983 1.576
C 0.531 4.827 -1.424
C 3.475 -0.222 1.361
C 0.526 -2.951 1.007
C 3.286 1.037 0.511
C 4.498 1.220 -0.418
C -0.137 -2.233 -2.293
C 0.750 3.622 -0.767
C 0.804 -6.526 -0.257
C -3.774 3.981 0.796
C -2.568 3.428 1.248
C -3.132 -0.112 0.955
C -4.560 1.765 0.329
C 3.190 2.252 1.448
C 0.151 -1.133 -1.496
C -4.089 -0.986 0.556
C 1.441 2.571 -1.385
H -2.521 -4.134 2.001
H 3.337 -0.548 -2.526
H 4.079 2.290 2.091
H -6.058 -1.209 -0.314
H 1.120 -2.055 1.057
H 2.085 4.123 -4.352
H 4.399 2.117 -1.044
H 5.415 1.324 0.176
H -0.009 5.630 -0.929
H -1.113 -2.705 -2.233
H -1.774 4.056 1.621
H 3.562 -1.125 0.741
H 0.306 -6.742 -1.207
H 2.826 -2.510 -3.920
H 0.395 3.509 0.242
H -6.497 1.202 -0.458
H 3.133 3.195 0.893
H -3.924 -2.053 0.671
H 0.841 5.947 -3.232
H 1.874 -6.442 -0.444
H -0.610 -0.750 -0.829
H 2.002 -4.082 -0.046
H -5.681 3.573 -0.062
H 4.398 -0.134 1.948
H 2.461 1.984 -3.194
H 2.657 -0.361 2.069
H 0.600 -3.581 -3.797
H -3.905 5.056 0.833
H 0.633 -7.382 0.399
H 2.330 2.204 2.106
H -1.637 -6.158 0.879
H 4.632 0.357 -1.084
*
```

Calculated values
HOMO-LUMO gap (spin up / spin down), eV: 7.4 / 7.3
HOMO energy (spin up / spin down), eV: -11.4 / -11.6

=====

The energy results, record by record, are as follows: -56667.8196, -199371.7937, -68975.1379 eV.
The molecular weight results, record by record, are as follows: 797.34, 1057.40, 694.72 g mol⁻¹.
The energy relative to the best compared isomer or geometry (same formula, charge and spin) results, record by record, are as follows: 59.99, 72.79, 68.04 kJ/mol.